1.
C2H4N2O2 | the ωB97M-V functional and the def2-TZVPD basis

Last columns: bonded neighbours and bond lengths (Å).
CARTESIAN COORDINATES (ANGSTROEM)
1 H 2.4739 0.4409 -0.6279  N2 1.086
2 N 1.6766 0.0222 -1.2355  H1 1.086, C3 1.215
3 C 0.6546 0.0595 -0.5803  N2 1.215, N4 1.506, O7 1.409
4 N -0.7082 -0.3600 -1.0658  C3 1.506, O5 1.514, H8 1.109
5 O -1.4777 0.2809 0.0699  N4 1.514, C6 1.463
6 C -0.6579 -0.1828 1.1896  O5 1.463, O7 1.393, H9 1.014, H10 1.083
7 O 0.5645 0.3552 0.7944  C3 1.409, C6 1.393
8 H -1.0775 0.2015 -1.9475  N4 1.109
9 H -1.0462 0.3812 1.9379  C6 1.014
10 H -0.4022 -1.1987 1.4652  C6 1.083

The calculation puts the HOMO energy at -9.81 eV. As for the SMILES: [H]/N=C1/NOCO1. For the relative energy (zero: lowest compared OMol25 entry of this formula, charge and spin), the calculation gives 105.48 kcal per mole. The energy comes out at -338.4851 Eh.


2.
H3NO3P | the ωB97M-V functional and the def2-TZVPD basis

Last columns: bonded neighbours and bond lengths (Å).
CARTESIAN COORDINATES (ANGSTROEM)
1 O -1.5164 0.2380 -0.7262  P2 1.475
2 P -0.0488 0.2429 -0.5833  O1 1.475, O3 1.659, N4 1.717, H6 1.383
3 O 0.7657 -0.8496 -1.5291  P2 1.659, H7 0.910
4 N 0.6608 -0.1992 0.9167  P2 1.717, O5 1.447
5 O -0.2258 0.2128 1.9833  N4 1.447, H8 0.982
6 H 0.2571 1.4466 -1.1923  P2 1.383
7 H 1.2801 -1.0470 -0.8047  O3 0.910
8 H -1.1727 -0.0445 1.9356  O5 0.982

The calculation puts the HOMO energy at -3.07 eV. As for the SMILES: [O-][P@H](O)=NO. For the relative energy (zero: lowest compared OMol25 entry of this formula, charge and spin), the calculation gives 103.89 kcal per mole. The energy comes out at -623.6441 Eh. The total charge is -1.


3.
C4H7N3O | the ωB97M-V functional and the def2-TZVPD basis

Last columns: bonded neighbours and bond lengths (Å).
CARTESIAN COORDINATES (ANGSTROEM)
1 C -1.6245 -1.2313 1.7222  C2 1.225, H9 1.173
2 C -0.6942 -0.4908 1.4261  C1 1.225, C3 1.577
3 C 0.2114 0.5786 0.7028  C2 1.577, N4 1.252, N7 1.448
4 N 0.2831 0.4718 -0.5426  C3 1.252, N5 1.404
5 N -0.2703 -0.6877 -1.1076  N4 1.404, C6 1.486, H10 1.250
6 C 0.4566 -0.9299 -2.3812  N5 1.486, H11 1.277, H12 1.117, H13 1.052
7 N 0.8158 1.6037 1.5272  C3 1.448, O8 1.455, H14 1.024
8 O -0.3712 2.2546 2.0617  N7 1.455, H15 1.145
9 H -2.1103 -1.9281 2.5307  C1 1.173
10 H 0.1796 -1.6808 -0.4954  N5 1.250
11 H 1.6964 -1.1625 -2.1805  C6 1.277
12 H 0.1042 -1.9126 -2.7784  C6 1.117
13 H 0.1997 -0.0197 -2.8412  C6 1.052
14 H 1.5906 2.1889 1.2027  N7 1.024
15 H -0.4668 2.9458 1.1536  O8 1.145

The calculation puts the HOMO energy at -9.01 eV. As for the SMILES: C#C/C(=N\NC)NO. For the relative energy (zero: lowest compared OMol25 entry of this formula, charge and spin), the calculation gives 203.53 kcal per mole. The energy comes out at -395.8241 Eh.